Run P
Molecular formula: C5H14N2O
Method: DFT, ωB97M-V with the def2-TZVPD basis set

Each line ends with the Löwdin charge.
Geometry (Å):
C  0.2832  -1.8869  -0.4036  -0.13
N  0.0386  -0.8029  0.5712  0.18
C  0.9902  0.2768  0.6766  -0.15
C  0.5385  1.3275  1.6786  -0.16
C  -0.6075  2.1619  1.2009  -0.23
O  -0.2356  2.9570  0.0278  -0.06
C  0.0461  -1.5809  -1.8721  -0.23
N  -1.3931  -1.3895  -2.1612  0.02
H  -0.3331  -2.7436  -0.1221  0.14
H  1.3053  -2.2096  -0.1565  0.16
H  -0.3268  -1.1369  1.4598  0.18
H  1.1709  0.5962  -0.3549  0.14
H  1.9814  -0.0889  0.9968  0.17
H  1.4028  1.9372  1.9437  0.14
H  0.2650  0.8476  2.6279  0.13
H  -0.9400  2.9829  1.8347  0.13
H  -1.5308  1.6055  0.9834  0.12
H  0.4053  -2.4587  -2.3982  0.12
H  0.5812  -0.6799  -2.1662  0.11
H  -1.9663  -1.6536  -1.3738  0.06
H  -1.5722  -0.3941  -2.2924  0.08
H  -0.1031  2.3329  -0.7005  0.07

Summary:
2S+1: 2
Charge: +1
HOMO (spin up / spin down) (Ha): -0.5073 / -0.5068


Run Q
Molecular formula: C5H14N2O
Method: DFT, ωB97M-V with the def2-TZVPD basis set

Each line ends with the Löwdin charge.
Geometry (Å):
C  0.6256  1.2832  1.1484  -0.15
N  0.2353  0.2850  0.2426  0.12
C  1.0518  -0.9000  0.0018  -0.14
C  0.2432  -2.1143  -0.4158  -0.13
C  -0.6723  -1.8977  -1.6316  -0.23
O  -0.0551  -2.2462  -2.8728  -0.05
C  -0.6356  2.0239  1.7377  -0.19
N  -1.2191  3.0023  0.8304  0.04
H  1.2440  2.0502  0.6680  0.16
H  1.2446  0.8948  1.9598  0.14
H  -0.2212  0.6252  -0.6114  0.16
H  1.7834  -0.5774  -0.7494  0.16
H  1.6134  -1.1077  0.9043  0.13
H  0.9416  -2.8977  -0.6993  0.13
H  -0.3463  -2.4364  0.4377  0.12
H  -0.9422  -0.8528  -1.7664  0.10
H  -1.5600  -2.5108  -1.5045  0.13
H  0.8657  -2.4957  -2.7506  0.08
H  -0.2975  2.5416  2.6300  0.13
H  -1.3951  1.2828  1.9493  0.12
H  -1.9704  2.6165  0.2725  0.08
H  -0.5337  3.4312  0.2193  0.08

Summary:
2S+1: 2
Charge: +1
HOMO (spin up / spin down) (Ha): -0.5153 / -0.5060


Most stable structure: run Q


Run P
Molecular formula: C3H37O16
Method: DFT, ωB97M-V with the def2-TZVPD basis set

Each line ends with the Löwdin charge.
Geometry (Å):
C  -0.1012  0.7304  0.1598  -0.32
O  -0.1111  -0.1854  -0.9163  -0.35
C  -1.3427  1.5957  0.2291  -0.23
C  -1.2370  2.8253  -0.6566  -0.10
H  0.8776  1.2339  0.1743  0.09
H  -0.0392  0.1628  1.1135  0.08
H  -1.5312  1.9097  1.2608  0.11
H  -2.2063  1.0081  -0.0799  0.09
H  -2.1441  3.4221  -0.5923  0.07
H  -1.0121  2.5631  -1.6920  0.07
H  -0.4346  3.5305  -0.3991  0.07
H  -0.9383  -1.4225  -0.5911  0.02
H  -1.4768  -2.9573  -0.7413  0.07
O  -1.7271  -2.0704  -0.4641  -0.10
H  -4.3494  -0.6421  -0.0803  0.01
H  -3.2743  -1.2168  -1.0019  -0.01
O  -4.0967  -0.6923  -1.0204  -0.10
H  -1.4697  -2.3562  1.3189  0.04
H  -0.3495  -1.4587  1.7996  0.03
O  -0.9528  -2.1474  2.1245  -0.08
H  -2.9676  0.0110  2.0092  0.02
H  -4.1853  -0.8129  2.3498  0.06
O  -3.8497  -0.2090  1.6790  -0.05
H  0.2395  -3.4776  1.9411  -0.01
H  1.6705  -3.2961  2.1594  0.00
O  1.0607  -4.0113  1.9283  -0.09
H  1.4019  2.6667  -1.3914  0.01
H  2.5464  2.0293  -2.1357  0.02
O  2.3002  2.8573  -1.6837  -0.06
H  2.6709  -0.7005  2.5955  0.06
H  2.6029  -0.7720  1.0834  0.02
O  2.2207  -1.1725  1.8805  -0.04
H  -1.3050  0.1449  -2.1058  0.00
H  -2.9523  0.0384  -2.3187  0.01
O  -2.0915  0.2944  -2.6740  -0.09
H  3.4122  0.2710  -1.2215  0.00
H  3.3237  -1.1636  -0.8618  0.01
O  3.9102  -0.3769  -0.7037  -0.09
H  2.2587  1.9122  2.2096  -0.02
H  0.9501  1.7951  3.1190  0.01
O  1.8800  2.0276  3.0947  -0.07
H  -0.7690  -0.8727  -4.1850  0.02
H  -1.0517  0.6244  -4.4219  0.02
O  -0.5066  -0.1126  -4.7083  -0.08
H  1.8029  -2.5086  -0.1606  0.03
H  1.3083  -1.5746  -1.2198  0.03
O  2.0124  -2.2459  -1.0677  -0.05
H  3.1197  2.6558  -0.0045  0.02
H  3.7156  1.3095  0.1703  0.00
O  3.4299  2.0675  0.7052  -0.07
H  -1.1831  -0.0268  4.3137  0.03
H  -1.6739  -1.2965  3.5693  0.00
O  -1.9700  -0.5324  4.0985  -0.07
H  1.4882  -0.0160  -3.4350  0.05
H  1.2402  0.2332  -1.8997  0.01
O  1.8565  0.4078  -2.6526  -0.08

Summary:
2S+1: 1
Charge: -1
HOMO (Ha): -0.2495


Run Q
Molecular formula: C3H37O16
Method: DFT, ωB97M-V with the def2-TZVPD basis set

Each line ends with the Löwdin charge.
Geometry (Å):
C  8.0970  14.5950  19.4220  -0.05
C  7.0080  13.8060  20.1280  -0.53
C  6.0110  14.5770  21.0190  -0.02
O  6.2850  13.1660  19.1280  -0.33
H  8.6980  15.1440  20.1750  0.09
H  7.7550  15.3570  18.7380  0.04
H  8.7830  13.9500  18.9300  0.06
H  7.6580  13.0660  20.6900  0.12
H  5.7520  14.0060  21.8010  0.00
H  5.1780  15.0660  20.4370  0.08
H  6.5450  15.3680  21.4980  0.08
O  5.2200  15.1900  17.7740  -0.07
H  5.7840  15.4380  17.0150  0.10
H  5.8060  14.6570  18.3470  0.01
O  4.3810  11.1520  18.7910  -0.10
H  4.9400  11.9090  18.8700  -0.06
H  3.6610  11.5800  18.2550  0.02
O  3.4790  13.1940  17.4430  -0.07
H  4.0650  13.9330  17.7120  0.00
H  3.9770  12.8910  16.6790  0.03
O  6.6990  12.2990  16.7270  -0.06
H  6.3990  12.6380  17.5680  -0.04
H  5.9210  11.9470  16.2560  0.05
O  8.5160  17.6540  18.3980  -0.03
H  7.6500  17.6260  18.8170  0.03
H  9.0910  17.4260  19.0960  0.04
O  6.2600  11.9420  22.8310  -0.04
H  6.3720  12.7020  22.2990  -0.05
H  5.6490  11.4070  22.2770  0.07
O  3.1680  16.5000  20.0720  -0.02
H  3.1410  16.5280  19.1440  0.01
H  4.0260  16.8760  20.1790  0.00
O  5.5620  17.6880  18.7310  -0.05
H  5.0330  18.1470  18.0840  0.05
H  5.5240  16.8030  18.3510  -0.02
O  11.1530  12.0910  17.4720  -0.05
H  11.8630  12.3010  16.8370  0.07
H  10.4140  12.5200  17.0410  0.00
O  9.1500  13.6510  16.0030  -0.06
H  9.4620  14.5370  16.1640  -0.03
H  8.2100  13.6840  16.1080  -0.01
O  9.7290  16.1710  16.7120  -0.06
H  9.0560  16.7150  17.1350  -0.01
H  10.4830  16.1460  17.3280  0.07
O  2.9570  13.6200  21.1740  -0.07
H  2.6410  14.5320  21.0100  0.02
H  3.9020  13.6220  21.4130  0.00
O  11.6080  13.1790  19.8950  -0.07
H  11.5510  13.9570  19.3800  0.00
H  11.5030  12.4850  19.2360  0.00
O  7.4920  10.8170  19.6810  -0.06
H  7.9390  10.6010  18.8480  0.06
H  7.2830  11.7640  19.5950  -0.02
O  10.0100  11.2510  20.8120  -0.06
H  10.5320  12.0610  20.9690  0.01
H  9.1770  11.5150  20.4910  -0.05

Summary:
2S+1: 1
Charge: -1
HOMO (Ha): -0.2164


Most stable structure: run P


Run P
Molecular formula: C5H12N3S
Method: DFT, ωB97M-V with the def2-TZVPD basis set

Each line ends with the Löwdin charge.
Geometry (Å):
C  1.2970  -0.2768  1.8677  -0.08
C  1.5230  -0.1986  0.3728  -0.82
S  2.4710  0.8613  -0.3769  0.84
N  1.2819  -1.4099  -0.3833  0.08
C  0.1790  -1.6599  -0.8731  -0.12
N  -0.8128  -0.8351  -0.8417  0.10
N  -0.6797  0.4149  -0.2250  -0.26
C  -1.8005  0.6943  0.6385  -0.04
C  -0.5806  1.4776  -1.2693  -0.08
H  1.6968  0.6530  2.3344  0.10
H  0.3173  -0.7403  2.1223  0.09
H  2.1143  -0.9196  2.2405  0.10
H  2.0367  -2.0686  -0.5437  0.19
H  -0.0201  -2.5931  -1.4230  0.19
H  -1.6256  -0.9367  -1.3161  0.13
H  -1.3405  0.4277  1.6325  0.09
H  -2.1116  1.7519  0.5642  0.11
H  -2.6834  0.0330  0.4394  0.11
H  -0.5986  2.5648  -1.0170  0.11
H  0.4937  1.4200  -1.7088  0.04
H  -1.1573  1.3401  -2.2344  0.11

Summary:
2S+1: 1
Charge: +1
HOMO (spin up / spin down) (Ha): -0.4658 / -0.4658
SMILES: CC(=S)N/C=[NH+]\N(C)C


Run Q
Molecular formula: C5H12N3S
Method: DFT, ωB97M-V with the def2-TZVPD basis set

Each line ends with the Löwdin charge.
Geometry (Å):
C  -4.2895  0.5881  0.0759  -0.01
C  0.4418  -0.6373  -0.3322  -0.66
C  2.4085  -0.7444  1.1775  -0.06
C  1.2426  1.4231  -1.4216  -0.02
C  0.9610  -0.2587  1.0068  -0.25
N  -3.1168  0.2455  0.3174  -0.18
N  -2.0446  -0.0656  0.5247  0.18
N  0.6152  0.1229  -1.3805  0.00
S  -0.2943  -2.1650  -0.6068  0.96
H  -4.8287  1.1993  0.7751  0.08
H  -4.7788  0.2379  -0.8135  0.08
H  2.4719  -1.8275  1.1009  0.08
H  2.7645  -0.4506  2.1601  0.09
H  3.0700  -0.3086  0.4333  0.08
H  0.5207  2.2071  -1.1725  0.11
H  2.0746  1.4854  -0.7230  0.09
H  1.6166  1.5994  -2.4286  0.11
H  0.9188  0.8261  1.1272  0.12
H  0.3364  -0.7035  1.7822  0.11
H  0.2327  -0.1989  -2.2643  0.15
H  -0.3225  -2.5747  0.6619  -0.07

Summary:
2S+1: 1
Charge: +1
HOMO (Ha): -0.4392


Most stable structure: run Q


Run P
Molecular formula: CH2INS
Method: DFT, ωB97M-V with the def2-TZVPD basis set

Each line ends with the Löwdin charge.
Geometry (Å):
C  0.0720  1.4169  -0.3289  -0.51
N  0.2256  -1.1503  0.4234  -0.60
S  0.7508  2.5982  0.4083  0.70
I  1.0142  -2.4384  -0.8635  0.70
H  0.3256  -0.3424  -0.0280  -0.29
H  -0.7040  -0.9474  0.7856  0.01

Summary:
2S+1: 1
HOMO (Ha): -0.3143


Run Q
Molecular formula: CH2INS
Method: DFT, ωB97M-V with the def2-TZVPD basis set

Each line ends with the Löwdin charge.
Geometry (Å):
C  -0.8503  -0.3415  0.1646  -0.23
N  -1.7876  -0.4111  -0.5749  -0.20
S  -3.1616  1.3243  -0.3048  -0.04
I  -4.7684  -0.3185  0.0876  0.32
H  -0.2125  -1.2401  0.0446  0.10
H  -0.6393  0.4533  0.8206  0.05

Summary:
2S+1: 1
HOMO (Ha): -0.3191


Most stable structure: run Q


Run P
Molecular formula: C9H16N3
Method: DFT, ωB97M-V with the def2-TZVPD basis set

Each line ends with the Löwdin charge.
Geometry (Å):
C  -1.5752  0.9511  1.2908  -0.01
C  -1.3510  -1.4840  1.3990  -0.44
N  -1.6448  -0.3387  1.9932  0.06
N  -1.1088  -2.6016  2.1058  0.19
N  -1.3482  -1.6251  0.0822  0.21
H  -1.9630  -0.5114  2.9243  0.16
H  -0.6825  -2.6114  3.0266  0.14
H  -1.1577  -3.5402  1.7720  0.12
H  -1.3276  -0.8944  -0.6288  0.12
H  -1.4207  -2.4228  -0.5501  0.15
H  -2.2294  1.1105  0.4433  0.10
H  -0.5016  1.0572  1.1684  0.06
H  -1.7537  1.6778  2.0833  0.10
C  1.2486  -1.3010  -1.9045  -0.06
C  1.3663  2.7000  -0.4787  -0.08
C  0.6989  2.4202  -1.6508  -0.07
C  1.6833  1.6451  0.3750  -0.10
C  0.4655  1.1054  -2.0971  -0.04
C  1.5077  0.3370  -0.0664  -0.09
C  1.0214  0.0842  -1.3551  -0.32
H  1.5949  3.7315  -0.2507  0.11
H  0.3931  3.2158  -2.3162  0.11
H  2.0527  1.8644  1.3628  0.11
H  0.1035  0.9333  -3.1006  0.11
H  1.8212  -0.4151  0.6501  0.12
H  2.3274  -1.4458  -1.8952  0.09
H  0.9034  -1.4169  -2.9350  0.08
H  0.8763  -2.2254  -1.4475  0.06

Summary:
2S+1: 1
Charge: +1
HOMO (Ha): -0.4470


Run Q
Molecular formula: C9H16N3
Method: DFT, ωB97M-V with the def2-TZVPD basis set

Each line ends with the Löwdin charge.
Geometry (Å):
C  2.3299  -0.8932  1.7437  -0.05
C  0.6897  1.0270  1.6146  -0.07
C  0.9151  -0.3241  1.6831  -0.29
C  -0.5891  1.5600  1.4176  -0.09
C  -0.1612  -1.2399  1.6721  -0.03
C  -1.6313  0.6596  1.2183  -0.14
C  -1.4149  -0.6923  1.4771  -0.11
H  1.5039  1.7493  1.5731  0.12
H  -0.8162  2.6121  1.3287  0.11
H  2.4224  -1.2414  2.7842  0.09
H  3.1120  -0.1409  1.7335  0.08
H  -0.0311  -2.3098  1.5748  0.12
H  -2.6114  1.1178  1.0977  0.11
H  -2.2898  -1.3062  1.2379  0.11
H  2.5084  -1.7177  1.0562  0.07
C  -1.8799  -0.8133  -1.8776  -0.02
C  0.3237  0.2227  -1.8319  -0.43
N  -0.4189  -0.8418  -2.0408  0.07
N  -0.1928  1.4226  -1.7358  0.25
N  1.7069  0.1023  -1.9632  0.16
H  0.0361  -1.7211  -2.2141  0.16
H  -1.1822  1.5937  -1.8501  0.13
H  0.4455  2.1900  -1.5682  0.15
H  2.1510  -0.4768  -1.2720  0.10
H  2.1090  0.2094  -2.8723  0.11
H  -2.1990  -1.8544  -1.8955  0.10
H  -2.3421  -0.3574  -2.7465  0.10
H  -2.0902  -0.4862  -0.8539  0.06

Summary:
2S+1: 1
Charge: +1
HOMO (Ha): -0.4538


Most stable structure: run Q


Run P
Molecular formula: H10NO3
Method: DFT, ωB97M-V with the def2-TZVPD basis set

Each line ends with the Löwdin charge.
Geometry (Å):
N  0.0731  -0.7130  0.5840  0.27
H  -0.1845  -1.3852  -0.1442  0.12
H  0.9022  -1.0832  1.0278  0.14
H  0.4665  0.1517  0.0719  0.08
H  -0.7327  -0.4117  1.1563  0.09
H  -0.4898  -1.3180  -2.8981  0.06
H  0.9988  -1.3721  -3.1720  0.06
O  0.3530  -1.5041  -2.4594  -0.06
H  -1.4011  0.9527  3.0051  0.08
H  -2.7050  0.6440  2.2683  0.06
O  -1.7899  0.8766  2.1155  -0.04
H  1.8592  1.6125  -1.2147  0.09
H  1.4002  2.1369  0.1457  0.09
O  1.2500  1.4129  -0.4863  -0.03

Summary:
2S+1: 1
Charge: +1
HOMO (Ha): -0.5690


Run Q
Molecular formula: H10NO3
Method: DFT, ωB97M-V with the def2-TZVPD basis set

Each line ends with the Löwdin charge.
Geometry (Å):
N  0.6282  0.9433  1.9167  0.29
H  1.5909  1.1848  2.1341  0.15
H  0.0695  0.9158  2.7690  0.15
H  0.2339  1.7297  1.3400  0.10
H  0.4993  0.0327  1.4594  0.10
H  -1.6657  -2.6578  -5.9583  0.03
H  -0.4370  -3.2460  -6.6366  0.03
O  -0.9749  -3.3184  -5.8409  -0.06
H  -0.1692  -2.3992  2.3069  0.08
H  1.3422  -2.3722  1.9900  0.07
O  0.5388  -1.8406  1.9498  -0.05
H  -0.0483  4.2706  0.8679  0.08
H  -1.2126  3.3586  0.5915  0.08
O  -0.3952  3.3989  1.1104  -0.05

Summary:
2S+1: 1
Charge: +1
HOMO (Ha): -0.4845


Run R
Molecular formula: H10NO3
Method: DFT, ωB97M-V with the def2-TZVPD basis set

Each line ends with the Löwdin charge.
Geometry (Å):
N  0.8119  -0.3210  -0.8509  0.29
H  1.4139  -0.6126  -0.0832  0.15
H  0.8468  0.7279  -0.8505  0.09
H  -0.1275  -0.6564  -0.5721  0.09
H  0.9516  -0.8781  -1.6833  0.15
H  -0.2442  0.4965  2.7104  0.04
H  -1.0676  -0.7118  2.9511  0.04
O  -0.8380  -0.1026  2.2503  -0.06
H  1.1043  2.8355  -0.7154  0.08
H  2.3737  2.7340  -0.0872  0.09
O  1.7395  2.1317  -0.4983  -0.05
H  -2.3266  -1.0454  -0.9368  0.06
H  -1.9949  -2.4522  -0.4173  0.06
O  -1.7139  -1.7800  -1.0263  -0.03

Summary:
2S+1: 1
Charge: +1
HOMO (Ha): -0.5649


Run S
Molecular formula: H10NO3
Method: DFT, ωB97M-V with the def2-TZVPD basis set

Each line ends with the Löwdin charge.
Geometry (Å):
N  0.4491  1.4760  0.1194  0.27
H  -0.3415  1.3261  0.7643  0.11
H  1.1874  0.8654  0.4567  0.13
H  0.6920  2.4590  0.2415  0.15
H  0.1137  1.2584  -0.8698  0.10
H  -2.0647  -0.9146  0.6509  0.06
H  -2.5106  0.5885  0.9264  0.06
O  -1.8436  0.0125  0.5450  -0.04
H  1.8415  -2.0493  2.1128  0.05
H  1.3139  -2.8010  0.9705  0.04
O  1.4189  -1.8847  1.2583  -0.07
H  -0.3828  0.2428  -3.0147  0.09
H  0.2287  -0.7438  -2.0685  0.08
O  -0.1020  0.1644  -2.0928  -0.04

Summary:
2S+1: 1
Charge: +1
HOMO (Ha): -0.5591


Most stable structure: run P